Arrangement a

Here is the molecule CO3S3 from the Open Molecules 2025 dataset. Energies are from ωB97M-V/def2-TZVPD.

The geometry in ORCA input format:
```
! RIJCOSX wB97M-V def2-TZVPD def2/J DEFGRID3
* xyz 0 1
C 1.31172 0.18907 0.05779
O -1.50760 0.05467 1.26413
O -1.95757 0.01263 -1.15907
O 0.02579 -1.28087 -0.29356
S 2.79451 -0.26846 0.41164
S 0.43718 1.52915 -0.20109
S -1.10402 -0.23619 -0.07983
*
```

## Properties
LUMO level: -1.66 eV
molar mass: 156.21 g/mol


Arrangement b

Here is a cluster of 2 separate species, CO3S3 in total from the Open Molecules 2025 dataset. Energies are from ωB97M-V/def2-TZVPD.

The geometry in ORCA input format:
```
! RIJCOSX wB97M-V def2-TZVPD def2/J DEFGRID3
* xyz 0 1
C 2.31586 0.44413 -0.11258
O -0.36306 0.29297 0.18280
O -1.85384 -1.58754 0.74833
O 2.22716 1.50932 0.31905
S 2.46773 -0.97909 -0.67992
S -3.13108 0.61899 -0.62670
S -1.66277 -0.29878 0.16901
*
```

## Properties
LUMO level: -1.25 eV
molar mass: 156.21 g/mol
SMILES: O=S(=O)=S.O=C=S


The structure with the most favorable energy is arrangement b; the runner-up is 2.042 eV above it.


Arrangement a

Here is the molecule C4H8S2Si from the Open Molecules 2025 dataset. Energies are from ωB97M-V/def2-TZVPD.

The geometry in ORCA input format:
```
! RIJCOSX wB97M-V def2-TZVPD def2/J DEFGRID3
* xyz 0 1
C 0.39810 -0.28261 0.36847
C 0.95778 0.80917 -0.10766
C -1.06977 -0.79688 0.07129
C 0.57690 1.86904 -1.02129
Si 1.35355 -1.35049 1.73357
S 2.65255 1.36167 0.58689
S 3.20982 -0.28352 1.61664
H -1.77443 -0.18657 0.76618
H -1.12433 -1.80896 0.49864
H -1.34029 -0.65260 -0.96049
H 1.48697 2.24542 -1.48889
H 0.08352 2.82895 -0.55428
H -0.23469 1.52507 -1.63462
H 0.80306 -1.23335 3.01716
H 1.62900 -2.70641 1.11785
*
```

## Properties
LUMO level: 0.41 eV
molar mass: 148.33 g/mol
SMILES: CC1=C(C)SS[SiH2]1


Arrangement b

Here is the molecule C4H8S2Si from the Open Molecules 2025 dataset. Energies are from ωB97M-V/def2-TZVPD.

The geometry in ORCA input format:
```
! RIJCOSX wB97M-V def2-TZVPD def2/J DEFGRID3
* xyz 0 1
C 1.00071 0.72769 2.44303
C 1.94647 0.61489 1.55211
C -0.73656 -1.92521 -0.83531
C -0.92143 1.15462 -1.53481
Si -0.36062 -0.15186 -0.26955
S -1.06662 0.20928 1.70777
S 1.82472 0.09932 -0.09831
H 0.92781 1.01841 3.46633
H 2.97176 0.85134 1.81711
H -0.63224 -2.63668 -0.02055
H -1.75881 -1.98228 -1.19826
H -0.08447 -2.24676 -1.64051
H -0.18199 1.27914 -2.32084
H -1.85796 0.86399 -1.99992
H -1.07077 2.12410 -1.06827
*
```

## Properties
LUMO level: 0.06 eV
molar mass: 148.33 g/mol
SMILES: C[Si]1(C)SC=CS1


The structure with the most favorable energy is arrangement b; the runner-up is 1.295 eV above it.


Arrangement a

Here is the ion C3H7IN3 with charge +1 from the Open Molecules 2025 dataset. Energies are from ωB97M-V/def2-TZVPD.

The geometry in ORCA input format:
```
! RIJCOSX wB97M-V def2-TZVPD def2/J DEFGRID3
* xyz 1 1
C 0.42860 0.30102 -0.42726
C -0.83061 -0.52176 1.49763
C 0.32314 -0.81769 0.56299
N 0.32271 0.07453 -1.71328
N -0.78229 0.10002 -2.51510
N 0.85119 1.45034 0.10533
I -0.58726 -0.37069 -4.37539
H -1.73990 -0.48035 0.98400
H -0.68174 0.43120 2.04104
H -0.77994 -1.29623 2.17915
H 1.19010 -0.82227 1.08152
H 0.22902 -1.73311 0.04665
H 1.18198 1.44446 1.04117
H 0.87500 2.24052 -0.50845
*
```

## Properties
LUMO level: -5.72 eV
molar mass: 212.01 g/mol
SMILES: CCC(=[NH2+])/N=N/I


Arrangement b

Here is the ion C3H7IN3 with charge +1 from the Open Molecules 2025 dataset. Energies are from ωB97M-V/def2-TZVPD.

The geometry in ORCA input format:
```
! RIJCOSX wB97M-V def2-TZVPD def2/J DEFGRID3
* xyz 1 1
C -0.89607 -0.08793 0.08773
C 1.51754 0.66381 -0.39114
C -3.33065 -0.59247 -0.17548
N 0.17816 0.48796 0.13960
N -1.94249 -0.60201 -0.03114
N 2.47589 0.15509 0.58788
I 4.86136 0.30740 0.11718
H 1.74645 -0.02172 -1.34190
H 1.53122 1.70744 -0.62337
H -3.69995 -1.59827 0.09342
H -3.73201 0.19535 0.52323
H -3.38603 -0.53742 -1.29948
H 2.22356 -0.75130 0.75743
H 2.45302 0.67405 1.55604
*
```

## Properties
LUMO level (spin up / spin down): -7.32 / -7.32 eV
molar mass: 212.01 g/mol
SMILES: CN=C=NC[NH2+]I


The structure with the most favorable energy is arrangement a; the runner-up is 0.296 eV above it.


Arrangement a

Here is a structure of composition CH2O2S2 from the Open Molecules 2025 dataset. Energies are from ωB97M-V/def2-TZVPD.

The geometry in ORCA input format:
```
! RIJCOSX wB97M-V def2-TZVPD def2/J DEFGRID3
* xyz 0 1
C -0.90165 0.25175 -0.32457
O -1.64996 1.67335 0.68020
O -1.62602 1.28061 -0.71608
S -1.65426 -1.27386 -0.03698
S 0.83077 0.37935 -0.20814
H -0.55849 -1.87770 0.44384
H 0.86642 1.69860 -0.40664
*
```

## Properties
LUMO level: -0.33 eV
molar mass: 110.16 g/mol


Arrangement b

Here is a structure of composition CH2O2S2 from the Open Molecules 2025 dataset. Energies are from ωB97M-V/def2-TZVPD.

The geometry in ORCA input format:
```
! RIJCOSX wB97M-V def2-TZVPD def2/J DEFGRID3
* xyz 0 1
C -1.50680 0.04567 -0.32863
O -1.20590 -2.49601 0.66941
O -2.26718 2.45595 -0.23328
S -2.15078 -1.68837 -0.51023
S -2.45678 1.16408 0.43224
H -0.72799 -1.70083 0.63583
H -1.21710 0.50810 -1.31358
*
```

## Properties
LUMO level (spin up / spin down): -1.83 / -1.83 eV
molar mass: 110.16 g/mol


The structure with the most favorable energy is arrangement b; the runner-up is 1.539 eV above it.


Arrangement a

Here is the molecule C4H8N2 from the Open Molecules 2025 dataset. Energies are from ωB97M-V/def2-TZVPD.

The geometry in ORCA input format:
```
! RIJCOSX wB97M-V def2-TZVPD def2/J DEFGRID3
* xyz 0 3
C 1.14941 -0.53288 -0.61049
C 0.78291 2.92575 0.39650
C -0.89233 -1.73688 0.12117
C 0.44455 -1.81615 -0.62144
N 1.29494 1.55786 0.53700
N 1.00902 0.54447 -0.09789
H 0.22327 3.16659 1.29843
H 0.14783 3.05523 -0.48491
H 1.64783 3.58496 0.31900
H -1.53138 -0.98215 -0.33720
H -0.73155 -1.46077 1.16236
H -1.41002 -2.69540 0.08914
H 0.28036 -2.12990 -1.65709
H 1.09111 -2.56378 -0.15137
*
```

## Properties
LUMO level (spin up / spin down): 1.14 / -0.95 eV
molar mass: 84.12 g/mol
⟨S²⟩: 2.0100


Arrangement b

Here is the molecule C4H8N2 from the Open Molecules 2025 dataset. Energies are from ωB97M-V/def2-TZVPD.

The geometry in ORCA input format:
```
! RIJCOSX wB97M-V def2-TZVPD def2/J DEFGRID3
* xyz 0 3
C -1.16140 1.64779 0.42451
C -0.18266 0.76017 0.18702
C 1.25968 1.13301 0.17549
C 0.16470 -1.62553 -0.08048
N -1.88517 -0.51051 -0.69582
N -0.67369 -0.46529 -0.23135
H -1.06704 2.75030 0.25293
H 1.68037 1.34618 -0.82667
H 1.29421 2.14686 0.80186
H 1.80977 0.36573 0.65782
H -0.56919 -2.34895 0.25081
H 0.60844 -2.06654 -0.92863
H 0.84531 -1.55389 0.79519
H -2.12333 -1.57934 -0.78269
*
```

## Properties
LUMO level (spin up / spin down): 0.90 / 0.06 eV
molar mass: 84.12 g/mol
⟨S²⟩: 2.0439


The structure with the most favorable energy is arrangement b; the runner-up is 0.126 eV above it.


Arrangement a

Here is a structure of composition C2H4I2S from the Open Molecules 2025 dataset. Energies are from ωB97M-V/def2-TZVPD.

The geometry in ORCA input format:
```
! RIJCOSX wB97M-V def2-TZVPD def2/J DEFGRID3
* xyz 0 1
C 1.70637 -0.18667 1.41769
C -1.18525 0.13613 -1.25443
S 1.53066 1.35080 0.94055
I -2.98101 1.16102 -0.53707
I -1.17558 -1.93471 -0.57708
H 2.27808 -0.30782 2.37896
H 1.26667 -0.97128 0.87424
H -0.29687 0.52573 -0.88225
H -1.14306 0.22679 -2.36061
*
```

## Properties
LUMO level: -0.58 eV
molar mass: 313.93 g/mol


Arrangement b

Here is a structure of composition C2H4I2S from the Open Molecules 2025 dataset. Energies are from ωB97M-V/def2-TZVPD.

The geometry in ORCA input format:
```
! RIJCOSX wB97M-V def2-TZVPD def2/J DEFGRID3
* xyz 0 1
C 1.00119 -1.70066 -0.94564
C -0.93038 1.32613 0.66045
S 0.37548 -2.38589 0.38462
I 0.31273 2.02182 -1.07058
I 0.07259 1.08050 2.51879
H 1.54754 -2.28094 -1.63345
H 0.73394 -0.61860 -1.12484
H -1.48223 0.48413 0.37746
H -1.63085 2.07351 0.83318
*
```

## Properties
LUMO level: -0.51 eV
molar mass: 313.93 g/mol


The structure with the most favorable energy is arrangement a; the runner-up is 0.109 eV above it.


Arrangement a

Here is the molecule C12H18O2 from the Open Molecules 2025 dataset. Energies are from ωB97M-V/def2-TZVPD.

The geometry in ORCA input format:
```
! RIJCOSX wB97M-V def2-TZVPD def2/J DEFGRID3
* xyz 0 1
C 0.63553 -0.17154 1.94945
C 1.83282 0.11455 2.41467
C 0.83998 0.24129 -3.11026
C -0.58294 0.47596 -2.62260
C 1.53060 -0.35870 -1.88528
C -1.67917 -0.86039 1.76374
C -1.52140 0.73964 -0.25180
C -0.66127 -0.19479 2.71147
C -0.37908 1.04943 -1.21664
C 0.87446 0.32370 -0.67021
C -1.18511 -0.63469 0.33435
C 0.34601 -0.66296 0.39531
O -1.04607 1.08905 3.16053
O 0.82512 -1.97781 0.28683
H 2.70935 0.12950 1.78842
H 1.97840 0.36391 3.45276
H 0.88669 -0.41473 -3.97834
H 1.30328 1.19369 -3.37909
H -1.14651 1.14732 -3.26942
H -1.11235 -0.47620 -2.56079
H 1.33867 -1.43229 -1.84371
H 2.60955 -0.20607 -1.91380
H -1.69528 -1.93211 1.96957
H -2.68049 -0.45916 1.91893
H -1.54839 1.49161 0.53908
H -2.48904 0.74466 -0.75240
H -0.55836 -0.76890 3.63896
H -0.20116 2.12564 -1.28883
H 1.56667 1.02875 -0.20389
H -1.53376 -1.42947 -0.32705
H -1.01395 1.70304 2.41807
H 1.75720 -1.98191 0.53194
*
```

## Properties
LUMO level: 0.81 eV
molar mass: 194.27 g/mol
SMILES: C=C1[C@@H](O)C[C@H]2C[C@@H]3CCC[C@@H]3[C@@]12O


Arrangement b

Here is the molecule C12H18O2 from the Open Molecules 2025 dataset. Energies are from ωB97M-V/def2-TZVPD.

The geometry in ORCA input format:
```
! RIJCOSX wB97M-V def2-TZVPD def2/J DEFGRID3
* xyz 0 1
C 1.58653 2.60178 0.80152
C 2.34525 0.60455 -0.33534
C 3.59770 0.27735 -0.87628
C 4.17138 -0.89794 -0.55451
C 3.58429 -1.88612 0.06985
C 2.21156 -1.69678 0.50572
C 1.63502 -0.44225 0.31155
C -0.65129 -0.10761 -0.04069
C -1.91629 -0.05868 0.85201
C -3.24594 -0.19821 0.16094
C -3.25225 0.95455 -0.86746
C -3.41870 -1.55470 -0.51157
H 0.50799 1.98363 1.12158
H 2.33414 2.32383 1.76840
H 1.56852 3.71283 0.37317
H 4.17472 1.00012 -1.39800
H 5.24767 -0.93839 -0.84055
H 4.17777 -2.77900 0.57923
H 1.59023 -2.40927 0.95983
H -0.62572 -0.84956 -0.78070
H -0.38681 0.83529 -0.62841
H -1.83352 0.82717 1.52023
H -1.80766 -0.97211 1.48807
H -3.94952 0.04920 0.93703
H -2.87651 1.84095 -0.29423
H -4.30699 1.22523 -1.21010
H -2.70300 0.53001 -1.71859
H -2.73748 -1.54248 -1.37540
H -2.96305 -2.32222 0.27675
H -4.47195 -1.75868 -0.76361
O 1.94488 1.92387 -0.42235
O 0.46901 -0.27636 0.89192
*
```

## Properties
LUMO level: 0.87 eV
molar mass: 194.27 g/mol
SMILES: COc1ccccc1OCCC(C)C


The structure with the most favorable energy is arrangement a; the runner-up is 3.257 eV above it.